A molecular structure, C4H4F12MgN2O10S4 in a non-equilibrium geometry. Source: the Open Molecules 2025 dataset; level of theory: ωB97M-V/def2-TZVPD.

The energy relative to the best compared isomer or geometry (same formula, charge and spin) comes out at 4.92 kcal per mole. The calculated total energy is -109064.9974 eV. The calculation puts the LUMO energy at -1.00 eV. For the HOMO-LUMO gap, the calculation gives 10.4 eV.

```
! wB97M-V def2-TZVPD RIJCOSX def2/J DEFGRID3
* xyz 0 1
Mg 0.91650 0.14976 -0.53320
C 0.87511 -2.52718 2.61338
F 1.52795 -3.02202 3.65434
F 0.42471 -3.53005 1.86971
F -0.11522 -1.78586 3.08248
S 2.12465 -1.47010 1.68350
O 3.25614 -1.29362 2.51311
O 2.31446 -2.13582 0.43606
N 1.30088 -0.06351 1.30824
S 1.44222 1.09563 2.45908
O 1.54053 0.61881 3.79694
O 2.33802 2.09810 2.01431
C -0.21280 1.84359 2.31270
F -0.37020 2.66919 3.32477
F -0.25314 2.52883 1.14264
F -1.15988 0.91601 2.30860
C -2.84792 -1.16269 0.27736
F -3.69479 -2.17370 0.11203
F -3.48526 -0.02056 0.16136
F -2.27420 -1.24585 1.46087
S -1.56282 -1.34979 -1.03225
O -0.49971 -2.10502 -0.42611
O -2.19355 -1.88497 -2.17455
N -0.93798 0.19063 -1.20170
S -1.90072 1.24944 -1.98700
O -3.10043 0.70769 -2.49244
O -1.95564 2.46725 -1.26329
C -0.91608 1.56433 -3.51769
F 0.21928 2.23578 -3.24017
F -0.57389 0.40546 -4.07367
F -1.63613 2.26954 -4.36771
O 1.70423 -0.99663 -1.96527
H 1.68179 -1.95907 -1.83745
H 2.29860 -0.83051 -2.70426
O 1.73174 1.86279 -1.10815
H 2.40132 1.91309 -1.79988
H 1.59222 2.77106 -0.80669
*
```

Calculated atomic charges, method natural (NBO), unit e:
1 Mg 1.782
2 C 0.752
3 F -0.300
4 F -0.289
5 F -0.300
6 S 2.221
7 O -0.872
8 O -0.968
9 N -1.410
10 S 2.251
11 O -0.889
12 O -0.926
13 C 0.715
14 F -0.286
15 F -0.329
16 F -0.298
17 C 0.738
18 F -0.296
19 F -0.293
20 F -0.294
21 S 2.222
22 O -0.974
23 O -0.870
24 N -1.394
25 S 2.262
26 O -0.898
27 O -0.912
28 C 0.714
29 F -0.337
30 F -0.311
31 F -0.290
32 O -1.018
33 H 0.543
34 H 0.512
35 O -1.011
36 H 0.513
37 H 0.538

C4H4F2 in the gas phase in a non-equilibrium geometry. Source: the Open Molecules 2025 dataset; level of theory: ωB97M-V/def2-TZVPD.

The energy relative to the best compared isomer or geometry (same formula, charge and spin) comes out at 44.71 kcal per mole. The calculated total energy is -9644.5133 eV. The calculation puts the LUMO energy at 0.82 eV. For the HOMO-LUMO gap, the calculation gives 10.0 eV.

```
! wB97M-V def2-TZVPD RIJCOSX def2/J DEFGRID3
* xyz 0 1
C 1.69901 0.38412 0.03331
C 0.77792 -0.53451 -0.12945
C -0.56718 0.17899 -0.10574
F -0.53221 1.51684 -0.12820
C -1.78284 -0.34301 -0.18109
F -2.95398 0.31041 0.11995
H 1.60386 1.54472 -0.09958
H 2.61981 -0.02189 0.67236
H 0.81373 -1.68837 -0.07636
H -1.67812 -1.34731 -0.10520
*
```

Calculated atomic charges, method natural (NBO), unit e:
1 C -0.375
2 C -0.289
3 C 0.307
4 F -0.327
5 C 0.143
6 F -0.316
7 H 0.248
8 H 0.207
9 H 0.245
10 H 0.157

2 unconnected molecules or ions with the total composition C4H4F2 in a non-equilibrium geometry. Source: the Open Molecules 2025 dataset; level of theory: ωB97M-V/def2-TZVPD.

The energy relative to the best compared isomer or geometry (same formula, charge and spin) comes out at 151.28 kcal per mole. The calculated total energy is -9639.8919 eV. The calculation puts the LUMO energy (spin up / spin down) at 0.36 / -0.22 eV. For the HOMO-LUMO gap (spin up / spin down), the calculation gives 9.1 / 6.9 eV.

```
! wB97M-V def2-TZVPD RIJCOSX def2/J DEFGRID3
* xyz 0 1
C 1.33467 -0.77695 -0.23330
C 1.25138 0.56486 -0.15756
C 0.01008 -0.09907 -0.22009
C -1.25208 0.02689 0.55743
F 2.16318 -1.78211 0.15220
F 1.82016 1.71970 0.06915
H -0.68155 -0.08498 -2.43516
H -1.10766 -0.22620 1.68535
H -2.15588 -0.39572 0.06724
H -1.38230 1.05356 0.51474
*
```

Calculated atomic charges, method natural (NBO), unit e:
1 C 0.350
2 C 0.348
3 C 0.026
4 C -0.689
5 F -0.277
6 F -0.256
7 H -0.214
8 H 0.221
9 H 0.259
10 H 0.232

2 unconnected molecules or ions with the total composition C4H4F3NS2 in a non-equilibrium geometry. Source: the Open Molecules 2025 dataset; level of theory: ωB97M-V/def2-TZVPD.

The calculated total energy is -35520.5070 eV. The calculation puts the LUMO energy (spin up / spin down) at -0.88 / -0.88 eV. For the HOMO-LUMO gap (spin up / spin down), the calculation gives 7.5 / 7.5 eV.

```
! wB97M-V def2-TZVPD RIJCOSX def2/J DEFGRID3
* xyz 0 1
C 2.87192 1.25447 -0.36809
C 1.09491 -0.31718 0.17056
C 0.84969 2.26922 0.15948
C 1.19830 -1.70965 0.15475
N 2.09321 2.14230 -0.14293
F 1.63118 -2.15644 -1.05413
F 2.12656 -2.19012 1.02940
F 0.14262 -2.48249 0.37663
S -0.07662 0.76641 0.42627
S -5.98628 -0.45326 0.01813
H 3.75249 0.80895 -0.80659
H 0.25886 3.08005 0.01562
H -4.92309 0.47033 -0.08363
H -5.03376 -1.48259 0.10454
*
```

Calculated atomic charges, method natural (NBO), unit e:
1 C 0.201
2 C -0.531
3 C -0.359
4 C 0.868
5 N -0.312
6 F -0.329
7 F -0.328
8 F -0.326
9 S 0.640
10 S -0.310
11 H 0.259
12 H 0.218
13 H 0.153
14 H 0.158

Look up the calculated total energy of the third one.
-9639.8919 eV